The following is a DFT calculation (ωB97M-V/def2-TZVPD) of a 3-piece molecular cluster, C21H51B3O12P2 overall.

Positions of all 89 atoms, in Å:
C1 1.3698 6.5921 3.5162
H1 2.5879 2.0970 -2.8377
P1 1.5017 5.5852 1.0374
C2 -1.1542 -2.9578 0.6676
H2 -0.5031 -7.3707 0.5292
C3 1.7516 -1.8016 -3.0619
O1 0.5568 6.7377 0.4072
O2 -0.7723 -4.5595 4.2995
H3 1.3865 -1.7448 -2.0342
H4 4.0818 4.8140 0.6868
H5 1.3557 2.2542 -0.9824
H6 -3.4890 -5.0800 5.6843
H7 -1.4060 -2.3813 2.7349
H8 2.4441 6.5641 3.6886
C4 3.1882 -1.2833 -3.0687
H9 0.5925 -3.4787 -3.6275
H10 -2.5504 -7.8622 4.8441
O3 -2.4121 -4.1654 2.3939
O4 1.0035 5.6054 2.5304
C5 -2.5175 -6.6624 0.4212
C6 -0.7290 6.3879 -0.1137
C7 -1.9710 -2.8750 1.9409
H11 1.4281 8.4183 2.3567
H12 -3.4428 -6.4684 6.7887
H13 1.1118 -1.2341 -3.7395
P2 -1.3725 -5.1479 3.1025
H14 -2.7398 5.9700 0.5320
H15 3.2137 -4.2697 -2.3130
C8 -0.0621 0.6628 -1.3533
H16 -3.3579 -6.4318 1.0739
H17 -1.8062 6.9616 1.6683
H18 -3.9502 0.0035 -5.9160
H19 -0.9655 2.1509 -2.6993
O5 -2.4260 -6.2702 3.5888
C9 0.8943 7.9904 3.2031
H20 1.6886 -5.2189 -2.4384
H21 -0.4959 0.6405 -3.4889
H22 3.7596 6.4758 -1.2515
H23 -1.4997 5.2348 1.5529
C10 4.1257 5.8975 0.7911
H24 -1.4787 -7.8631 1.8908
H25 1.0694 8.6226 4.0747
O6 -4.5510 -0.2469 -5.2120
H26 3.8397 0.2019 -1.5766
H27 3.6587 -1.4358 -4.0424
H28 -1.6941 -3.5094 -0.1001
O7 -3.3410 0.7693 -3.4116
O8 -2.6914 -0.5414 -1.5707
C11 1.6578 -3.2811 -3.4699
H29 -0.5804 1.0624 -0.4754
H30 2.1668 -3.4661 -4.4178
H31 -2.3302 -5.7929 -0.2082
C12 -3.5232 -6.1677 5.7433
H32 -4.4957 -6.4871 5.3659
H33 -0.1691 8.0003 2.9697
B1 -3.1258 -1.6707 -2.2284
H34 -2.8751 -2.2925 1.7693
H35 -2.8032 -2.7648 -1.8982
H36 -0.6327 5.5207 -0.7723
C13 4.5514 6.5489 -0.5064
C14 1.3652 1.2205 -1.3290
C15 -2.4096 -6.7820 4.9229
H37 -0.9333 -1.9577 0.2934
H38 -0.0936 -0.4211 -1.2518
H39 -2.7985 -7.5025 -0.2152
O9 -3.9744 -1.5516 -3.3103
H40 -1.0429 7.2329 -0.7255
H41 3.7421 -1.9341 -2.3840
O10 2.8643 6.4187 1.2256
C16 3.3951 0.1685 -2.5712
O11 -0.6927 -5.9373 1.9266
C17 -0.9130 1.0681 -2.5671
H42 5.4517 6.0740 -0.8981
C18 2.1707 1.1061 -2.6428
C19 -1.7545 6.1236 0.9733
H43 4.1312 0.6197 -3.2422
H44 4.8441 6.1225 1.5814
B2 -3.9438 -0.3355 -3.9896
H45 1.9196 0.6683 -0.5634
H46 0.8992 6.2431 4.4349
C20 2.1255 -4.2253 -2.3582
H47 1.5511 0.8764 -3.5074
H48 1.8015 -3.8178 -1.3959
H49 -0.2087 -3.4771 0.8380
B3 -2.3411 0.4404 -2.4967
H50 4.7596 7.6083 -0.3505
C21 -1.2851 -7.0357 1.2104
H51 -1.4411 -6.6107 5.3913
O12 1.7408 4.6110 -0.0369

Atoms 1-3, force components in eV/Å:
0.023 0.081 0.607
-0.143 0.049 -0.099
1.407 4.022 -1.845

Summary:
total charge	0
structure (SMILES)	CCCCCCCCCB1OBOB(O)O1.CCOP(=O)(OCC)OCC.CCOP(=O)(OCC)OCC
Kohn-Sham gap	10.76	eV